Molecular formula: C5H9BrN5
Method: DFT, ωB97M-V/def2-TZVPD

Output
Molecular weight in g mol⁻¹: 219.1
LUMO level in Eh: -0.157
Gap between HOMO and LUMO in eV: 9.194

```
! wB97M-V def2-TZVPD RIJCOSX def2/J DEFGRID3
* xyz 1 1
C -1.013 1.575 0.996
C -1.495 0.832 -0.070
C -0.391 0.780 -0.915
C 0.291 -1.371 0.362
C 1.903 1.981 -0.893
N 0.243 1.900 0.847
N 1.331 -0.901 0.688
N 0.629 1.446 -0.312
N -0.788 -2.008 0.180
N -1.095 -3.333 0.647
Br -3.208 -0.002 -0.560
H -1.509 2.003 1.758
H 2.598 1.560 -0.195
H 1.998 1.622 -1.949
H 1.927 3.090 -0.746
H 1.730 -0.219 1.217
H -1.658 -1.641 -0.402
H -0.300 -3.634 1.318
H -1.069 -3.950 -0.099
H -0.123 0.272 -1.870
*
```

Here are the natural (NBO) charges for atoms 1 to 6, given in e:
1 C -0.08
2 C -0.18
3 C -0.11
4 C 0.74
5 C -0.40
6 N -0.24

Molecular formula: C5H9Cl
Method: DFT, ωB97M-V/def2-TZVPD

Output
Molecular weight in g mol⁻¹: 104.6
ΔE to the lowest compared entry with this formula, charge and spin in eV: 0.736
LUMO level in Eh: 0.038
Gap between HOMO and LUMO in eV: 10.903

```
! wB97M-V def2-TZVPD RIJCOSX def2/J DEFGRID3
* xyz 0 1
C 1.672 -0.872 0.314
C 0.724 -0.375 -0.726
C -0.689 -0.229 -0.182
Cl -1.604 -1.740 0.035
C -0.916 0.851 0.868
C -1.472 1.005 -0.491
H 2.704 -0.743 0.037
H 1.568 -0.332 1.306
H 1.563 -1.970 0.516
H 1.040 0.657 -1.009
H 0.773 -1.020 -1.616
H -1.600 0.574 1.662
H -0.151 1.542 1.164
H -2.523 0.848 -0.723
H -1.090 1.804 -1.155
*
```

Here are the natural (NBO) charges for atoms 1 to 6, given in e:
1 C -0.61
2 C -0.41
3 C -0.03
4 Cl -0.04
5 C -0.44
6 C -0.43

Max |F| for every record listed, in sequence, given in eV/Å: 5.137 2.277.